The following is a quantum chemistry calculation of a structure of composition C49H56Cl2GeN12O7Rb, from the Open Molecules 2025 dataset.

The geometry in XYZ format:
```
128
Properties=species:S:1:pos:R:3:lowdin_spin:R:1
Rb 12.710 17.026 14.078 0.039
C 9.734 23.062 17.478 0.000
N 10.295 21.773 17.204 0.000
C 9.781 20.825 16.384 0.000
N 10.636 19.819 16.266 0.000
C 11.697 20.228 17.047 0.000
N 11.498 21.412 17.580 0.000
C 10.636 24.303 17.281 0.000
C 10.153 25.515 17.842 0.000
C 10.870 26.676 17.669 0.000
C 12.012 26.656 16.802 0.000
C 12.375 25.487 16.148 0.000
C 11.713 24.284 16.456 0.000
C 13.552 25.589 15.251 0.000
N 14.117 26.658 14.830 0.000
N 15.160 26.246 14.106 0.000
C 15.142 24.955 14.078 0.000
O 14.135 24.453 14.820 0.000
C 15.984 24.008 13.283 0.000
C 17.315 24.303 12.976 0.000
C 18.040 23.412 12.217 0.000
C 17.428 22.250 11.723 0.000
C 16.135 21.907 12.064 0.000
C 15.478 20.682 11.436 0.000
N 14.228 20.322 12.120 0.000
C 13.999 20.006 13.413 0.000
N 12.687 20.115 13.673 0.000
C 12.200 20.574 12.471 0.000
N 13.074 20.735 11.505 0.000
C 15.420 22.825 12.797 0.000
H 9.421 23.066 18.512 0.000
H 8.832 23.159 16.888 0.000
H 8.856 20.922 15.841 0.000
H 12.501 19.585 17.394 0.000
H 9.317 25.613 18.512 0.000
H 10.698 27.537 18.221 0.000
H 12.596 27.566 16.681 0.000
H 12.131 23.301 16.007 0.000
H 17.741 25.217 13.399 0.000
H 19.120 23.607 12.031 0.000
H 18.056 21.691 11.052 0.000
H 16.207 19.867 11.417 0.000
H 15.155 20.831 10.406 0.000
H 14.623 19.439 14.062 0.000
H 11.141 20.714 12.237 0.000
H 14.360 22.637 12.998 0.000
N 9.998 16.660 16.541 0.000
C 8.539 16.899 16.706 0.000
C 7.657 15.669 16.370 0.000
C 6.962 15.705 15.028 0.000
N 7.861 15.828 13.850 0.000
H 10.390 16.121 17.314 0.000
H 10.484 17.529 16.551 0.000
H 8.259 17.748 16.080 0.000
H 8.308 17.169 17.734 0.000
H 6.854 15.578 17.149 0.000
H 8.213 14.757 16.411 0.000
H 6.352 16.624 14.997 0.000
H 6.322 14.837 14.995 0.000
H 7.252 15.959 13.037 0.000
H 8.443 14.999 13.643 0.000
Cl 10.904 12.334 19.803 0.000
C 11.627 13.798 19.118 0.000
C 11.577 15.100 19.614 0.000
C 12.263 16.158 18.971 0.000
Cl 12.208 17.754 19.655 0.000
C 12.849 16.016 17.684 0.000
O 13.307 17.030 17.040 0.000
C 12.864 14.644 17.201 0.000
C 13.620 14.315 15.987 0.000
O 14.204 15.040 15.216 0.001
C 12.244 13.605 17.916 0.000
H 11.011 15.252 20.530 0.000
H 13.584 13.142 15.867 0.000
H 12.188 12.621 17.464 0.000
O 15.083 17.935 15.187 0.000
H 14.628 17.651 16.034 0.000
H 15.960 17.479 15.147 0.000
C 9.861 17.496 10.020 0.002
N 11.076 18.046 10.541 0.000
C 12.291 17.486 10.329 0.028
N 12.406 16.771 9.124 0.011
O 13.208 17.830 11.039 0.021
H 9.026 18.211 10.316 0.000
H 9.677 16.441 10.394 0.002
H 9.926 17.384 8.909 0.000
H 10.998 18.411 11.465 0.000
H 11.695 16.050 8.911 0.001
H 13.370 16.373 9.148 0.001
O 9.942 18.266 13.605 0.001
H 10.184 18.872 14.333 0.000
H 9.243 17.628 13.936 0.000
O 15.738 16.848 11.962 0.001
H 15.038 17.357 11.520 0.000
H 15.402 15.969 12.112 0.000
C 14.378 13.598 11.798 0.097
Ge 12.480 14.166 11.645 0.494
C 11.677 12.971 13.119 0.106
C 11.864 11.563 13.195 0.017
C 11.429 10.842 14.275 0.005
C 10.879 11.477 15.404 -0.002
C 10.662 12.873 15.361 0.000
C 10.915 13.555 14.152 0.008
C 12.040 13.302 9.886 0.075
C 13.030 12.901 9.004 0.027
C 12.724 12.607 7.624 0.002
C 11.449 12.652 7.172 0.015
C 10.381 12.879 8.049 0.001
C 9.013 12.890 7.548 0.002
C 8.007 13.174 8.446 -0.002
C 8.308 13.546 9.758 0.002
C 9.581 13.582 10.259 0.003
C 10.675 13.222 9.384 0.011
H 14.504 12.525 11.614 0.014
H 14.730 13.847 12.844 -0.001
H 15.042 14.161 11.095 0.000
H 12.294 11.131 12.324 0.001
H 11.564 9.790 14.245 0.001
H 10.655 10.946 16.290 0.000
H 10.288 13.401 16.165 0.000
H 10.782 14.647 14.071 0.005
H 14.107 12.750 9.292 0.002
H 13.578 12.494 7.003 0.000
H 11.070 12.383 6.136 0.001
H 8.799 12.557 6.557 0.000
H 6.984 13.136 8.069 0.000
H 7.602 13.938 10.461 0.000
H 9.823 13.913 11.230 0.006
```

**HOMO-LUMO gap (spin up / spin down)**: 7.455 / 5.039 eV
**Charge**: 0
**E_LUMO (spin up / spin down)**: 0.000 / -0.089 Eh
**F_max**: 0.069 hartree/bohr
**Spin multiplicity**: 2
**Energy above the lowest of the compared OMol25 structures with the same formula, charge and spin**: 64.8 kcal/mol
**Energy**: -166151.3067 eV